Entry from the Open Molecules 2025 dataset: C43H63AsGeOPSTa as an isolated structure in a non-equilibrium geometry (wB97M-V/def2-TZVPD).

Its strongest force on any atom is 3.29 eV Å⁻¹. The calculation puts the total energy at -186677.6948 eV. The charge is +2.

CARTESIAN COORDINATES (ANGSTROEM)
C 2.58556 3.56369 2.71806
H 4.28182 -2.68802 -2.98557
H 0.03837 3.35830 -1.83427
C -2.94476 -1.81489 -1.15778
C 4.11190 -1.07152 -1.60091
C -1.62740 -2.23724 -0.83953
H 3.19809 -1.43637 -3.54807
H 1.59123 -2.05368 6.09962
H -4.51902 -4.80055 -0.72201
H 1.33710 -4.50441 -2.66516
C 1.00212 5.46040 0.64853
O -0.66139 -1.34709 -0.54763
C -1.90364 4.19998 1.60663
H -3.35266 1.64264 -1.62369
H -2.17856 -5.57215 -0.62145
H 4.18320 4.29720 3.92759
C 1.22280 -4.11077 3.40871
C 3.51625 -1.98410 -2.66693
H -3.54676 5.45366 2.11552
C -3.71155 -4.09266 -0.79558
H 3.21534 1.13530 1.96448
H 1.23699 5.45892 1.70768
H 0.39504 -3.00315 -2.74021
H 5.32658 -1.33590 0.20124
H -1.84367 -2.20629 3.21877
C -1.19528 -2.03928 4.07490
P 2.88081 0.20017 -0.93431
H 2.18729 -4.23859 2.92743
H 2.33164 -1.51624 1.80508
H -0.37589 -4.55701 -3.06894
H -1.43442 -1.07778 4.51951
H -4.97366 -2.45466 -1.27791
As 0.44412 2.56188 0.98398
Ge 0.74647 -2.20119 3.68375
H 2.84377 -1.48519 5.01790
H 3.03558 3.87965 1.78121
C 5.36560 1.69221 -0.65940
H 5.33717 1.89114 -1.72446
C -3.92831 3.40186 2.61070
C 4.69868 -1.91613 -0.46920
H 1.34920 -0.32864 -3.63352
C 3.30885 1.56772 -3.48025
C -3.95923 -2.76362 -1.08252
H -1.41251 -2.80741 4.81106
H 4.91912 -0.48204 -2.04887
H -1.79819 0.95194 -1.17922
C -1.34897 -3.62331 -0.76518
C 3.22652 3.80023 3.92155
C -3.43939 2.10898 2.56720
H -1.74673 -0.60299 -3.28986
H 5.81001 2.56097 -0.17935
H 3.15110 3.56958 6.04613
H 2.68079 -2.55820 -2.28030
H -4.42087 -0.46563 -1.83125
C 1.42839 -1.03165 2.17813
C -2.40261 -4.52112 -0.71101
C 1.42591 2.73377 5.09236
C 0.62386 6.66224 -1.39705
H 3.91223 0.71139 -3.76823
Ta 0.23885 -0.17684 0.49788
C 0.28934 5.47990 -2.03472
H -4.90753 3.58872 3.02166
C 1.14359 -3.63723 -0.09158
S -1.64388 0.16750 1.98856
H 1.93843 2.15693 -1.94163
C 0.97322 6.65157 -0.05726
C -1.38587 2.90915 1.57303
C -2.88472 0.80269 -1.11439
H -3.11529 0.42860 -3.73429
H 0.47359 -4.66721 2.85429
H 3.92208 -2.41073 0.11145
C 2.64756 3.38634 5.10995
H 1.20420 7.57458 0.45095
C 0.77777 2.49629 3.89011
H 3.96207 2.36993 -3.14908
C -3.16538 4.44629 2.11383
H 0.97883 2.41106 6.02023
C 0.69149 4.26395 0.00260
H 1.74275 -0.13044 2.71726
H 5.32911 -2.69016 -0.90168
H -4.02782 1.28134 2.93369
H 6.02747 0.85079 -0.47726
C 2.27422 1.21478 -2.40997
H 1.28757 -4.55515 4.39672
H 0.60656 7.59429 -1.93946
H -0.18531 1.99328 3.88714
C 0.03012 -4.20663 -0.96699
C 1.05793 0.54734 -3.05974
C 4.15348 1.06842 1.41957
H -3.27355 -1.32547 -3.80241
H 1.97413 -4.34074 -0.08051
H 4.53843 0.05970 1.52315
H 0.78206 -3.49565 0.92564
H 3.41016 2.40032 -0.09645
H -1.30887 5.02134 1.22676
C -3.32582 -0.48987 -1.79691
H -0.00969 5.49114 -3.06995
H 0.57736 1.24394 -3.74578
C -2.17686 1.85735 2.03826
H 1.50466 -2.68615 -0.48876
C 1.77584 -1.46448 5.20948
H -3.21621 0.82187 -0.07975
C -2.82989 -0.50188 -3.24950
C 0.36958 -4.05587 -2.45644
C 1.34689 2.92495 2.69505
H 4.85727 1.74230 1.89897
H 0.31162 0.23335 -2.32229
C 0.32268 4.28362 -1.33903
H 2.79234 1.91599 -4.37344
H -0.04734 -5.27609 -0.74952
C 3.98502 1.45676 -0.04867
H 1.49217 -0.43919 5.42597